(1)
{"formula": "C32H29N3O4", "method": "ωB97M-V/def2-TZVPD", "total_charge": 0, "smiles": "COc1ccc(C(=O)N/C(=C/c2cccc3ccccc23)C(=O)NCCc2c[nH]c3ccccc23)cc1OC", "elements": ["C", "O", "C", "C", "C", "C", "C", "O", "N", "C", "C", "C", "C", "C", "C", "C", "C", "C", "C", "C", "C", "C", "O", "N", "C", "C", "C", "C", "N", "C", "C", "C", "C", "C", "C", "C", "C", "O", "C", "H", "H", "H", "H", "H", "H", "H", "H", "H", "H", "H", "H", "H", "H", "H", "H", "H", "H", "H", "H", "H", "H", "H", "H", "H", "H", "H", "H", "H"], "positions_angstrom": [[-4.83337, -2.59987, 7.46642], [-5.14370, -1.40305, 6.79695], [-4.32320, -0.97572, 5.78626], [-3.20163, -1.68646, 5.37145], [-2.40247, -1.25322, 4.33013], [-2.71092, -0.06994, 3.67054], [-1.89970, 0.49224, 2.55631], [-1.88650, 1.67963, 2.29257], [-1.20211, -0.44300, 1.85068], [-0.28224, -0.26117, 0.82448], [0.13356, 0.93191, 0.37227], [1.24695, 1.16231, -0.55104], [2.49867, 0.66176, -0.26101], [3.60269, 0.95701, -1.06778], [3.46395, 1.75812, -2.16670], [2.20122, 2.27826, -2.51432], [2.02333, 3.08546, -3.65762], [0.78562, 3.55110, -4.00106], [-0.33143, 3.23578, -3.21154], [-0.19026, 2.46869, -2.08876], [1.07511, 1.97696, -1.70474], [0.14806, -1.60136, 0.29920], [0.04571, -2.60204, 0.99453], [0.53693, -1.61766, -0.98387], [1.03992, -2.78906, -1.66042], [2.36478, -2.48150, -2.35359], [2.25226, -1.42268, -3.40635], [1.13527, -0.85122, -3.94346], [1.48513, 0.07464, -4.89121], [2.84373, 0.12870, -4.97836], [3.66937, 0.90530, -5.78141], [5.03033, 0.74045, -5.64438], [5.56305, -0.17859, -4.73511], [4.74993, -0.95602, -3.94256], [3.36796, -0.80674, -4.05555], [-3.81119, 0.66192, 4.09945], [-4.63024, 0.23868, 5.13833], [-5.67308, 1.07256, 5.39846], [-6.48520, 0.90966, 6.53936], [-5.61164, -2.71898, 8.21911], [-3.85862, -2.54581, 7.96153], [-4.85299, -3.45921, 6.78865], [-2.93965, -2.60680, 5.86792], [-1.53216, -1.83728, 4.07190], [-1.29999, -1.42439, 2.09524], [-0.32944, 1.81776, 0.78630], [2.62804, 0.04659, 0.61803], [4.57018, 0.55398, -0.80754], [4.31401, 1.99437, -2.78903], [2.88975, 3.31991, -4.25904], [0.65709, 4.16685, -4.87990], [-1.30479, 3.60745, -3.49704], [-1.04901, 2.22720, -1.47985], [0.61819, -0.74440, -1.48295], [1.16624, -3.56874, -0.90552], [0.30552, -3.13538, -2.39710], [2.74751, -3.40171, -2.80483], [3.09374, -2.15469, -1.60662], [0.09719, -1.03800, -3.74354], [0.84190, 0.65943, -5.39576], [3.25545, 1.61160, -6.48623], [5.70279, 1.32981, -6.25046], [6.63635, -0.27615, -4.66101], [5.16940, -1.66671, -3.24633], [-4.04764, 1.59444, 3.61187], [-7.07930, -0.00504, 6.48940], [-7.14920, 1.77413, 6.53784], [-5.89522, 0.90796, 7.45843]], "nbo_charge": [-0.251, -0.507, 0.232, -0.289, -0.195, -0.157, 0.675, -0.608, -0.607, 0.087, -0.242, -0.064, -0.187, -0.218, -0.188, 0.024, -0.208, -0.220, -0.219, -0.189, -0.082, 0.650, -0.648, -0.612, -0.217, -0.424, -0.090, -0.046, -0.542, 0.209, -0.263, -0.219, -0.243, -0.187, -0.110, -0.208, 0.321, -0.507, -0.241, 0.201, 0.178, 0.179, 0.222, 0.216, 0.432, 0.265, 0.217, 0.217, 0.220, 0.216, 0.212, 0.215, 0.224, 0.427, 0.237, 0.190, 0.222, 0.216, 0.216, 0.418, 0.214, 0.213, 0.212, 0.212, 0.244, 0.183, 0.189, 0.179]}


(2)
{"formula": "C32H29N5O5Y", "method": "ωB97M-V/def2-TZVPD", "total_charge": 1, "de_lowest_ev": 0.733, "elements": ["Y", "O", "C", "C", "C", "C", "C", "C", "C", "O", "N", "N", "C", "C", "C", "C", "C", "C", "C", "O", "H", "H", "H", "H", "H", "H", "H", "H", "H", "H", "C", "C", "C", "N", "H", "H", "H", "H", "H", "N", "C", "H", "C", "O", "C", "C", "C", "C", "C", "C", "N", "C", "C", "C", "C", "C", "C", "C", "O", "H", "H", "H", "H", "H", "H", "H", "H", "H", "H", "H", "H", "H"], "positions_angstrom": [[-0.31779, 1.03280, 0.52576], [3.76123, 0.76755, -3.15614], [2.67310, 0.62889, -3.92017], [2.85506, 0.67059, -5.30506], [1.78336, 0.53615, -6.16027], [0.49879, 0.34396, -5.65573], [0.30456, 0.31074, -4.29275], [1.37194, 0.46185, -3.40013], [1.07590, 0.53800, -1.95834], [-0.14924, 0.57134, -1.54907], [2.11340, 0.63063, -1.14021], [1.78586, 0.89987, 0.17659], [2.75959, 1.02423, 1.01469], [2.60493, 1.40517, 2.39636], [3.75096, 1.39002, 3.20945], [3.69896, 1.72389, 4.54120], [2.47655, 2.10191, 5.09955], [1.33810, 2.14536, 4.32585], [1.35728, 1.80402, 2.96019], [0.24429, 1.85211, 2.26536], [3.46646, 0.74269, -2.21269], [3.86010, 0.82292, -5.67434], [1.94500, 0.58982, -7.22875], [-0.33993, 0.24227, -6.33084], [-0.68447, 0.16762, -3.87828], [3.77195, 0.84568, 0.64999], [4.69209, 1.10316, 2.75525], [4.59092, 1.69352, 5.15059], [2.41961, 2.37283, 6.14570], [0.38349, 2.44006, 4.74307], [0.87808, 6.27636, -1.09172], [0.00865, 5.83155, 0.09421], [-0.29237, 4.42060, 0.01948], [-0.52202, 3.30078, -0.06479], [1.07980, 7.34124, -1.00674], [0.36722, 6.09135, -2.03443], [1.82544, 5.74137, -1.10123], [-0.93320, 6.38323, 0.10639], [0.52337, 6.00930, 1.04076], [-3.85137, 1.35730, 0.48185], [-2.70253, 1.30258, 0.49977], [-4.84983, 1.38130, 0.48263], [-4.12020, -3.02471, -3.21538], [-3.18828, -3.15164, -2.15042], [-3.63441, -3.02840, -0.87772], [-4.93968, -2.74422, -0.51063], [-5.28081, -2.66904, 0.83426], [-4.33182, -2.89570, 1.81510], [-3.02684, -3.18618, 1.45348], [-2.66419, -3.23447, 0.11621], [-1.39687, -3.63330, -0.34885], [-0.19077, -3.69287, 0.19467], [0.43124, -3.07255, 1.29706], [1.54537, -3.78042, 1.83829], [2.23249, -3.33093, 2.92131], [1.83317, -2.13611, 3.54803], [0.82123, -1.38171, 3.02913], [0.14321, -1.75615, 1.84108], [-0.66000, -0.94352, 1.24505], [-4.97754, -3.68660, -3.07850], [-3.57798, -3.31997, -4.10867], [-4.45820, -1.99068, -3.31647], [-5.69525, -2.59788, -1.27047], [-6.30582, -2.46030, 1.11504], [-4.60383, -2.85384, 2.85997], [-2.29864, -3.42537, 2.21425], [-1.46339, -4.00646, -1.28915], [0.44234, -4.40311, -0.32823], [1.80849, -4.73014, 1.38788], [3.06329, -3.89626, 3.31802], [2.34273, -1.81157, 4.44610], [0.52771, -0.45251, 3.49659]], "nbo_charge": [1.920, -0.692, 0.443, -0.301, -0.159, -0.270, -0.142, -0.264, 0.616, -0.822, -0.489, -0.454, 0.190, -0.259, -0.132, -0.271, -0.152, -0.317, 0.461, -0.863, 0.504, 0.228, 0.218, 0.214, 0.222, 0.198, 0.215, 0.225, 0.222, 0.223, -0.587, -0.528, 0.495, -0.464, 0.233, 0.224, 0.226, 0.264, 0.268, -0.584, 0.298, 0.467, -0.255, -0.519, 0.370, -0.319, -0.184, -0.217, -0.189, 0.052, -0.476, 0.264, -0.288, -0.107, -0.276, -0.121, -0.272, 0.456, -0.797, 0.188, 0.214, 0.186, 0.231, 0.226, 0.229, 0.233, 0.434, 0.210, 0.215, 0.231, 0.230, 0.230]}


(3)
{"formula": "C32H29N6O17V", "method": "ωB97M-V/def2-TZVPD", "total_charge": -2, "elements": ["O", "V", "O", "N", "O", "O", "O", "O", "C", "C", "O", "H", "H", "H", "H", "C", "C", "C", "C", "C", "C", "N", "O", "O", "H", "H", "H", "H", "H", "C", "C", "C", "C", "C", "C", "N", "O", "O", "H", "H", "H", "H", "H", "C", "C", "C", "C", "C", "C", "N", "O", "O", "H", "H", "H", "H", "H", "C", "C", "C", "C", "C", "C", "N", "O", "O", "H", "H", "H", "H", "H", "C", "C", "C", "C", "C", "C", "N", "O", "O", "H", "H", "H", "H", "H"], "positions_angstrom": [[1.26170, -0.80286, 1.25326], [1.04871, -1.33874, -0.19583], [-0.08994, -0.53082, -0.96111], [0.50963, -6.37899, -2.49772], [1.29136, -6.42309, -3.44597], [-0.17582, -7.27609, -2.05944], [0.37503, -5.33240, -1.87448], [5.06781, -2.46444, -1.77957], [6.01535, -3.26163, -1.09370], [7.04333, -4.16667, -1.91894], [6.51199, -4.76575, -3.08220], [5.49673, -3.91840, -0.39529], [6.57262, -2.60597, -0.42463], [7.50331, -4.97289, -1.34752], [7.78035, -3.47354, -2.32449], [-5.69328, 3.20033, -3.85836], [-6.83187, 3.08410, -3.05012], [-6.66697, 2.95900, -1.70421], [-5.35492, 2.97987, -1.10184], [-4.24533, 3.09711, -1.97457], [-4.37954, 3.20622, -3.32404], [-5.12309, 2.68131, 0.29074], [-6.10160, 2.54289, 1.04231], [-3.99968, 2.45509, 0.68445], [-5.64576, 3.17796, -4.93708], [-7.81785, 3.06830, -3.49058], [-7.47980, 2.79812, -1.01152], [-3.25606, 3.22193, -1.55965], [-3.45098, 3.23428, -3.87484], [1.80681, 4.18767, 5.98557], [1.12432, 3.05071, 6.40192], [0.91222, 2.82813, 7.74098], [1.26866, 3.79161, 8.65698], [2.08233, 4.85740, 8.20512], [2.25254, 5.13249, 6.83758], [0.94219, 3.64553, 10.09128], [1.24458, 4.58502, 10.85902], [0.23160, 2.68065, 10.41511], [1.96605, 4.41606, 4.94207], [0.93899, 2.28307, 5.66518], [0.54896, 1.85381, 8.03279], [2.55256, 5.54390, 8.89359], [2.74054, 6.03020, 6.48777], [-3.49741, -2.66959, -7.26617], [-2.13790, -2.88519, -7.03780], [-1.52946, -4.02706, -7.46042], [-2.23733, -4.99730, -8.19198], [-3.57150, -4.76616, -8.51764], [-4.19186, -3.58089, -8.06744], [-1.52617, -6.21700, -8.63222], [-2.18020, -7.12090, -9.15600], [-0.32843, -6.35769, -8.39156], [-3.99361, -1.77189, -6.92803], [-1.54768, -2.31438, -6.33622], [-0.45465, -4.01746, -7.35519], [-4.02350, -5.47755, -9.19294], [-5.21335, -3.38938, -8.36116], [7.66310, 5.43403, -3.52690], [7.59194, 4.20287, -2.83824], [6.42428, 3.88927, -2.14183], [5.33341, 4.77315, -2.12792], [5.37691, 5.87709, -2.97282], [6.52989, 6.27015, -3.64664], [4.06191, 4.33102, -1.52107], [2.98280, 4.89646, -1.89506], [4.06280, 3.31583, -0.76981], [8.57294, 5.73061, -4.02752], [8.40733, 3.49604, -2.79432], [6.36707, 2.96085, -1.59304], [4.45727, 6.37535, -3.24190], [6.46323, 7.09704, -4.33816], [-4.08402, -2.89122, 8.06418], [-4.05953, -4.25623, 7.76016], [-3.46955, -4.63773, 6.53855], [-3.13081, -3.68653, 5.61243], [-3.30004, -2.31675, 5.95264], [-3.76847, -1.94109, 7.21157], [-2.62468, -4.08053, 4.26650], [-2.37720, -3.21913, 3.40559], [-2.57178, -5.24366, 4.01079], [-4.69257, -2.51111, 8.87139], [-4.42972, -4.97785, 8.47333], [-3.31662, -5.68308, 6.31438], [-2.99827, -1.60373, 5.19969], [-3.81673, -0.88910, 7.45113]], "mulliken_charge": [-0.807, 1.447, -0.823, 0.990, -0.660, -0.672, -0.650, -0.559, -0.277, -0.226, -0.627, 0.230, 0.237, 0.241, 0.166, -0.228, -0.552, -0.105, -0.091, -0.129, -0.588, 0.937, -0.603, -0.544, 0.323, 0.377, 0.422, 0.384, 0.396, -0.192, -0.601, -0.192, 0.047, -0.233, -0.520, 0.913, -0.566, -0.560, 0.354, 0.420, 0.397, 0.364, 0.368, -0.424, -0.466, -0.158, 0.086, -0.330, -0.391, 0.933, -0.600, -0.546, 0.368, 0.394, 0.387, 0.407, 0.340, -0.215, -0.580, -0.092, -0.233, -0.042, -0.542, 0.840, -0.537, -0.513, 0.344, 0.380, 0.447, 0.384, 0.354, -0.384, -0.472, -0.191, -0.030, -0.283, -0.395, 0.951, -0.559, -0.563, 0.302, 0.363, 0.418, 0.454, 0.388]}


| no. | F_max (eV/A) | HOMO-LUMO gap (eV) | E_LUMO (eV) |
| --- | --- | --- | --- |
| 1 | 0.7 | 8.1 | 0.2436 |
| 2 | 3.0 | 6.4 | -3.4124 |
| 3 | 5.4 | 2.0 | 1.5157 |